[1]
{"formula": "C10H14ClN7O2S2V", "method": "ωB97M-V/def2-TZVPD", "elements": ["O", "C", "N", "Cl", "C", "H", "N", "S", "N", "S", "C", "H", "C", "H", "H", "N", "H", "H", "V", "C", "H", "H", "C", "C", "N", "C", "N", "H", "O", "H", "H", "H", "C", "H", "H", "C", "N"], "xyz": [[-0.8300, -0.9562, -1.3332], [-0.3626, -4.3512, 2.4090], [0.8780, 0.1501, 1.7814], [-3.2743, 0.3887, -0.5320], [-1.6269, -2.8091, 1.1059], [-2.4705, -2.5547, 0.4774], [0.2464, 2.0330, -3.7259], [-1.0871, 2.1044, 2.0105], [1.8159, -0.1845, -1.4085], [-0.0478, 2.2161, -1.1110], [-1.4777, -0.6623, -2.3900], [0.5060, 4.2990, 2.3799], [1.1956, -0.9473, 2.3661], [-0.2141, -5.3376, 2.8289], [-3.6074, -0.4907, -2.7023], [-0.7632, -1.8232, 1.3533], [0.3568, 1.4625, -4.5497], [1.2953, -1.0534, -1.3403], [-0.7532, 0.1733, 0.4559], [0.6250, 2.2874, 2.2059], [1.4240, -3.5096, 3.2717], [-0.5282, 2.6732, -3.7262], [-1.4693, -4.0847, 1.6148], [0.5494, -3.3416, 2.6580], [1.1067, 3.5122, 2.5449], [-2.8091, 0.0809, -2.2395], [1.4956, 1.3053, 2.1441], [2.8135, -0.3419, -1.4372], [-1.1427, -0.8793, -3.5495], [1.4341, -0.0443, -3.4308], [-2.2021, -4.8477, 1.3951], [2.1007, 3.6487, 2.4660], [0.3301, -2.0873, 2.1022], [-2.7256, 1.0530, -2.7157], [1.9817, -0.9926, 3.1131], [0.5825, 1.5255, -2.5179], [1.4228, 0.4816, -2.5664]], "forces_ev_per_angstrom": [[-0.1, -0.1, 0.0], [0.0, 0.0, 0.0], [-0.1, -0.2, 0.0], [0.1, -0.1, 0.1], [0.1, 0.0, 0.0], [0.0, 0.0, 0.0], [0.0, 0.0, 0.1], [-0.2, 0.0, 0.0], [0.0, 0.0, 0.0], [0.0, 0.0, 0.1], [0.1, 0.1, 0.1], [0.0, 0.0, 0.0], [0.1, 0.2, 0.0], [0.0, 0.0, 0.0], [0.0, 0.0, 0.0], [0.0, 0.1, 0.0], [0.0, 0.0, 0.0], [0.0, 0.0, 0.0], [-0.1, 0.3, -0.3], [0.1, -0.1, 0.0], [0.0, 0.0, 0.0], [0.0, 0.0, 0.0], [0.0, 0.0, 0.0], [0.0, -0.1, -0.1], [0.0, -0.1, 0.0], [0.0, 0.0, 0.0], [0.1, 0.0, 0.0], [0.0, 0.0, 0.0], [0.1, -0.1, 0.0], [0.0, 0.0, 0.0], [0.0, 0.0, 0.0], [0.0, 0.0, 0.0], [-0.2, 0.0, 0.0], [0.0, 0.0, 0.0], [0.0, 0.0, 0.0], [-0.1, -0.1, -0.1], [0.0, 0.0, 0.0]], "nbo_charge": [-0.810, -0.149, -0.261, 0.026, 0.079, 0.213, -0.782, -0.303, -0.623, -0.195, 0.780, 0.402, 0.003, 0.223, 0.241, -0.495, 0.396, 0.385, 0.910, 0.305, 0.226, 0.413, -0.257, -0.226, -0.795, -0.471, -0.428, 0.363, -0.689, 0.383, 0.228, 0.395, 0.160, 0.239, 0.203, 0.336, -0.425], "s_squared": 3.77, "e_above_lowest_ev": 0.1136, "spin_multiplicity": 4, "lumo_energy_ev": [-0.12, -0.42]}

---

[2]
{"formula": "C10H14ClNSi", "method": "ωB97M-V/def2-TZVPD", "elements": ["H", "C", "H", "C", "C", "H", "H", "C", "C", "H", "H", "H", "H", "Cl", "C", "H", "C", "H", "C", "H", "H", "Si", "C", "H", "N", "H", "C"], "xyz": [[-0.6427, -1.3410, 0.5325], [-1.9362, -1.8626, -1.7343], [1.2829, -0.0914, -2.8082], [1.8417, 1.5592, 1.6643], [-1.2626, 2.0043, 0.7171], [1.7960, 2.6824, 1.9254], [-2.2258, -2.9035, -1.5260], [1.4970, -1.3456, 0.9121], [2.6111, -1.4855, 0.1088], [-0.8180, 2.8048, 0.1543], [-2.2922, -1.6263, -2.7753], [1.3698, -1.8833, 1.8420], [-2.8939, 1.2638, 1.7826], [-0.6194, 0.2072, 3.2628], [0.2276, -0.8130, 0.3551], [-3.2290, 2.8184, 0.9314], [2.6991, -0.8393, -1.2085], [2.2653, 1.4675, 0.7120], [-2.5417, 1.9965, 1.0705], [3.8102, -0.7658, -1.5006], [-2.3663, -1.1766, -0.9822], [0.0977, 0.7897, 1.4821], [0.2507, -0.9199, -1.1732], [3.5587, -1.6287, 0.5804], [-0.5310, -1.5724, -1.9168], [2.3426, 0.8257, 2.4248], [1.5626, -0.5154, -1.8307]], "forces_ev_per_angstrom": [[-1.7, -1.4, 1.5], [-0.1, 0.8, -0.6], [1.2, -0.2, 0.3], [-1.5, 0.0, 2.5], [1.4, -1.0, 1.1], [0.2, -2.0, 0.1], [0.5, 0.2, 0.1], [0.7, -2.3, -2.1], [-1.5, 2.0, 1.6], [-0.2, 0.4, -0.5], [-0.5, -0.2, 1.3], [0.6, 0.4, 0.5], [-0.1, -0.3, -0.1], [-0.3, -0.5, 1.0], [1.0, 1.8, -0.9], [-0.1, 0.0, -0.7], [1.6, -0.4, 0.2], [1.0, -0.2, -1.4], [0.4, 0.3, 0.8], [-2.1, 0.4, -0.4], [-0.3, -0.4, -0.3], [-0.5, 1.4, -2.8], [1.5, -0.1, 0.6], [0.4, -0.9, 0.3], [0.3, 0.4, -0.6], [-0.5, 1.9, -1.3], [-1.4, 0.0, -0.3]], "nbo_charge": [0.256, -0.449, 0.237, -1.110, -0.609, 0.254, 0.210, -0.182, -0.245, 0.210, 0.218, 0.227, 0.190, -0.366, -0.745, 0.197, -0.224, 0.241, -0.353, 0.224, 0.183, 1.525, 0.311, 0.209, -0.443, 0.259, -0.224], "e_above_lowest_ev": 3.7016, "lumo_energy_ev": 0.38}

---

[3]
{"formula": "C10H14CrF6NO4S3SiTe", "method": "ωB97M-V/def2-TZVPD", "elements": ["Te", "C", "C", "F", "H", "N", "C", "H", "H", "C", "H", "H", "F", "H", "O", "F", "H", "H", "C", "C", "F", "C", "O", "S", "H", "H", "C", "S", "C", "Si", "Cr", "F", "O", "H", "S", "H", "O", "F", "C", "H", "H"], "xyz": [[2.0392, -0.5027, -2.2666], [-0.6531, -0.3826, 2.8272], [-1.3149, -2.5991, -4.4718], [4.2400, 3.9061, 1.2587], [-1.5659, -4.3131, -3.1842], [1.9915, 3.4393, -0.2275], [-0.0154, -2.8517, -2.5713], [0.3763, -0.0262, 2.7357], [-0.6473, -3.5541, 0.4369], [3.5319, 2.8456, 1.6394], [-0.1130, -3.3712, 2.1121], [0.8093, -2.6241, 0.7993], [-0.1906, 2.4242, 1.3203], [-1.1301, -0.9080, -1.1069], [0.0898, 2.4308, -1.6087], [-1.8260, 3.3541, 0.2517], [-3.4177, -2.3417, 0.7450], [-1.8595, 0.4809, -0.2881], [-3.0061, -1.8218, 1.6137], [0.4827, -1.6670, -3.0355], [2.6150, 3.2388, 2.5234], [-0.5571, 3.5129, 0.5993], [2.1815, 0.8236, 0.9786], [-0.3120, -1.2177, -4.4838], [0.3490, -3.3194, -1.6709], [-3.6299, -0.9436, 1.8012], [-0.1996, -2.8595, 1.1500], [0.5702, 3.6015, -0.8500], [-1.0525, -0.2657, -0.2252], [-1.2277, -1.2947, 1.2854], [0.7252, 0.8169, -0.4067], [4.3564, 1.9845, 2.2458], [3.8992, 1.7350, -0.6681], [-0.6991, -1.0506, 3.6926], [2.7670, 1.9926, 0.1790], [-1.2863, 0.4839, 3.0368], [0.3015, 4.8977, -1.3784], [-0.4423, 4.5871, 1.3720], [-1.0484, -3.3862, -3.3905], [-3.0889, -2.4853, 2.4795], [-2.0424, -2.7696, -5.2495]], "forces_ev_per_angstrom": [[0.3, -0.1, 0.0], [0.0, 0.0, 0.1], [-0.1, -0.1, 0.0], [0.0, 0.0, 0.1], [0.0, 0.0, 0.0], [0.0, -0.6, 0.1], [0.0, 0.0, -0.1], [0.0, 0.0, 0.0], [0.0, 0.0, 0.0], [0.2, -0.1, 0.0], [0.0, 0.0, 0.0], [0.0, 0.0, 0.0], [-0.1, -0.1, 0.1], [-0.1, 0.0, 0.0], [0.3, 0.7, 0.2], [0.0, 0.1, 0.0], [0.0, 0.0, 0.0], [0.0, 0.0, 0.0], [-0.1, 0.0, 0.1], [0.0, -0.1, -0.1], [-0.1, 0.0, 0.0], [0.1, 0.1, 0.2], [0.2, 1.2, -0.7], [-0.1, 0.1, -0.1], [0.0, 0.0, 0.1], [0.0, 0.0, 0.0], [0.1, 0.0, 0.0], [-0.6, -0.3, 0.0], [-0.2, 0.0, 0.1], [0.1, 0.1, -0.1], [-0.5, -1.4, -0.2], [0.0, 0.0, 0.0], [-0.2, -0.2, 0.0], [0.0, 0.0, 0.0], [0.3, 0.9, 0.6], [0.0, 0.0, 0.0], [0.5, 0.0, -0.2], [-0.1, -0.1, 0.1], [0.0, 0.0, 0.0], [0.0, 0.0, 0.0], [0.0, 0.0, 0.0]], "nbo_charge": [0.029, -1.113, -0.456, -0.311, 0.212, -1.152, -0.304, 0.230, 0.224, 0.733, 0.222, 0.234, -0.324, 0.247, -0.942, -0.298, 0.227, 0.220, -1.108, -0.493, -0.318, 0.692, -0.893, 0.462, 0.229, 0.223, -1.111, 2.248, -1.471, 1.644, 0.978, -0.318, -0.877, 0.222, 2.002, 0.224, -0.891, -0.302, -0.262, 0.217, 0.224], "total_charge": -1, "s_squared": 6.10, "e_above_lowest_ev": 0.9201, "spin_multiplicity": 5, "lumo_energy_ev": [2.46, 2.27]}

---

[4]
{"formula": "C10H14CuF9N4O3S4Sb", "method": "ωB97M-V/def2-TZVPD", "elements": ["F", "O", "H", "S", "F", "H", "H", "C", "C", "N", "N", "H", "O", "H", "N", "C", "Cu", "F", "O", "F", "F", "F", "C", "C", "H", "H", "F", "F", "C", "H", "S", "C", "H", "H", "S", "Sb", "F", "C", "H", "H", "C", "H", "C", "S", "N", "H"], "xyz": [[1.7781, -2.2318, -3.4028], [3.1582, -0.8782, 0.7861], [2.4330, 0.2399, 4.5329], [-5.9123, -0.3674, -0.1499], [-0.2028, 1.1551, -4.6462], [-1.7439, 1.9064, 2.7465], [1.5705, -1.6956, 3.2219], [2.3463, 0.3034, 3.4415], [2.0987, 1.7552, 3.0374], [-1.3748, 2.8603, 2.7277], [0.7602, 2.2151, 3.3443], [0.3446, -0.4880, 3.5441], [1.5076, -1.3180, -0.6682], [1.4452, 3.7306, 1.5410], [-0.2967, -1.4253, 1.2321], [-0.8863, -2.4616, -4.0986], [-0.4791, -1.4596, -0.7446], [-2.2128, -2.4136, -4.2371], [-0.6429, -0.6878, -2.5060], [-2.1540, 0.2598, -4.4663], [-0.6154, -3.3542, -3.1373], [1.6288, -1.1129, -5.2436], [0.8813, -0.5971, 1.5096], [-0.8786, -0.0023, -4.7312], [-1.8865, 3.3830, 2.0291], [0.5791, 0.4298, 1.2706], [-0.8193, -0.3914, -6.0298], [-0.3885, -2.9760, -5.2518], [1.2604, -1.1164, -3.9340], [-1.1434, -1.0617, 1.6959], [-2.6487, -2.2501, -0.6226], [-0.2969, -1.0572, -3.7327], [2.2594, 1.8690, 1.9629], [0.2582, 1.7356, 4.0720], [-2.6874, 1.5681, -0.6099], [-3.7144, -0.3981, 0.3700], [1.8557, -0.0736, -3.3674], [-0.0113, 2.9418, 2.4666], [-0.1741, -2.3802, 1.5562], [-1.7795, 1.6409, 0.3766], [1.9720, -0.9689, 0.4728], [2.8531, 2.3802, 3.5323], [1.2663, -0.6715, 2.9818], [-3.0448, -0.2401, 2.5862], [0.4307, 3.6918, 1.5234], [3.3070, 0.0124, 3.0186]], "forces_ev_per_angstrom": [[0.0, 0.0, 0.0], [0.0, 0.0, 0.0], [0.0, 0.0, 0.0], [-0.1, 0.0, 0.0], [0.0, 0.0, 0.0], [0.0, 0.0, 0.2], [0.1, 0.0, 0.0], [0.0, 0.0, 0.1], [0.1, 0.1, 0.0], [0.0, -0.1, -0.2], [0.0, -0.2, 0.1], [0.0, 0.0, 0.0], [0.0, 0.0, 0.3], [0.0, 0.0, 0.0], [0.0, 0.0, 0.0], [0.0, -0.1, -0.1], [-0.2, 0.2, -0.4], [0.0, 0.0, 0.0], [0.1, -0.1, -0.1], [0.0, 0.0, 0.0], [0.0, 0.0, 0.0], [0.0, 0.0, 0.0], [0.0, 0.0, 0.0], [0.0, 0.0, -0.1], [0.0, 0.1, 0.0], [0.0, 0.0, 0.0], [0.0, 0.0, 0.0], [0.0, 0.0, 0.1], [0.1, 0.0, -0.1], [0.0, 0.0, 0.1], [-0.1, 0.0, -0.1], [0.0, -0.1, 0.0], [0.0, -0.1, 0.0], [0.0, -0.1, -0.1], [0.1, 0.1, -0.1], [0.0, -0.2, 0.1], [0.0, 0.0, 0.0], [0.0, 0.2, 0.0], [0.0, 0.0, 0.0], [0.0, 0.0, -0.1], [0.0, 0.0, 0.0], [0.0, 0.0, 0.0], [0.0, 0.0, 0.0], [0.0, 0.1, 0.0], [0.0, 0.0, 0.0], [0.0, 0.0, 0.0]], "lowdin_spin": [0.000, 0.003, 0.000, 0.004, 0.000, 0.000, 0.000, 0.001, 0.000, 0.000, 0.000, 0.001, 0.053, 0.000, 0.073, 0.000, 0.661, 0.000, 0.052, 0.000, -0.001, 0.000, 0.004, 0.004, 0.000, 0.000, 0.001, 0.000, -0.001, 0.000, 0.125, 0.005, 0.000, 0.000, 0.000, 0.007, 0.000, 0.000, 0.000, 0.000, 0.003, 0.000, 0.003, 0.000, 0.000, 0.000], "total_charge": -2, "s_squared": 0.75, "spin_multiplicity": 2, "lumo_energy_ev": [4.56, 4.57]}

---

What is the formula in the first record? C10H14ClN7O2S2V